Entry 1:
Molecular formula: C4H10OS2
Method: DFT, the ωB97M-V functional and the def2-TZVPD basis

Last column: natural (NBO) charge in e.
Geometry (Å):
C (-1.82, -1.04, -0.17)  -0.472
C (-1.62, -2.18, 0.78)  -0.072
O (-1.71, -1.67, 2.12)  -0.723
C (-1.01, 0.22, -0.01)  -0.495
S (0.76, -0.32, -0.19)  0.392
S (1.70, 1.12, -1.20)  0.450
C (1.62, 2.63, -0.18)  -0.752
H (-1.94, -1.31, -1.22)  0.243
H (-2.84, -0.72, 0.09)  0.263
H (-2.27, -3.05, 0.65)  0.216
H (-0.61, -2.61, 0.68)  0.161
H (-0.90, -1.90, 2.59)  0.481
H (-1.14, 0.68, 0.97)  0.262
H (-1.22, 0.97, -0.77)  0.254
H (1.55, 3.44, -0.90)  0.266
H (0.75, 2.59, 0.48)  0.252
H (2.53, 2.70, 0.41)  0.276

Summary:
* spin multiplicity: 2
* charge: +1
* E_LUMO (spin up / spin down): -3.963 / -8.014 eV

Entry 2:
Molecular formula: C5H12N2O
Method: DFT, the ωB97M-V functional and the def2-TZVPD basis

Last column: natural (NBO) charge in e.
Geometry (Å):
C (1.06, -0.70, 0.37)  -0.345
N (0.17, -0.64, 1.54)  -0.473
C (-1.10, -1.35, 1.36)  0.292
O (-1.54, -2.16, 0.42)  -0.587
C (0.78, 0.43, -0.61)  0.210
C (-0.50, 1.07, -0.61)  -0.295
C (-0.37, 2.48, -1.09)  -0.637
N (1.95, 1.16, -0.87)  -0.975
H (0.90, -1.66, -0.12)  0.238
H (2.18, -0.58, 0.59)  0.266
H (-0.13, -1.70, 2.01)  0.385
H (-1.89, -0.79, 2.01)  0.177
H (0.35, 1.20, 0.38)  0.381
H (-1.72, -2.69, -1.83)  0.022
H (-1.50, 0.76, -0.58)  0.261
H (-1.26, 3.11, -1.06)  0.216
H (0.34, 2.97, -0.33)  0.236
H (0.12, 2.31, -2.10)  0.245
H (-1.70, -1.94, -1.91)  -0.019
H (2.53, 1.09, -1.75)  0.401

Summary:
* charge: 0
* E_LUMO: -0.379 eV

Entry 3:
Molecular formula: C35H18Cl5N4O10S4Y
Method: DFT, the ωB97M-V functional and the def2-TZVPD basis

Last column: Löwdin charge in e.
Geometry (Å):
Y (-0.34, -0.46, -0.57)  1.300
O (2.41, 2.15, 5.85)  -0.040
C (1.27, 1.66, 5.73)  -0.702
O (0.43, 1.33, 6.59)  -0.054
C (0.85, 1.35, 4.27)  -0.093
C (1.74, 1.45, 3.22)  0.063
C (1.36, 1.01, 1.95)  -0.174
N (0.16, 0.48, 1.72)  0.098
C (-0.72, 0.41, 2.73)  -0.195
C (-0.42, 0.84, 4.01)  0.038
C (-2.02, -0.26, 2.43)  -0.185
C (-3.05, -0.31, 3.36)  -0.002
C (-4.20, -1.01, 3.05)  -0.059
C (-4.30, -1.64, 1.82)  -0.047
C (-3.25, -1.51, 0.94)  -0.100
N (-2.13, -0.83, 1.22)  0.059
C (2.30, 1.06, 0.81)  -0.202
C (3.43, 1.87, 0.83)  -0.001
C (4.30, 1.83, -0.25)  -0.053
C (4.02, 0.99, -1.30)  -0.032
C (2.87, 0.23, -1.26)  -0.097
N (2.02, 0.27, -0.24)  0.035
H (2.73, 1.82, 3.43)  0.119
H (-1.09, 0.74, 4.84)  0.109
H (-2.95, 0.18, 4.31)  0.108
H (-5.01, -1.06, 3.77)  0.106
H (-5.17, -2.20, 1.54)  0.104
H (-3.29, -1.95, -0.05)  0.094
H (3.62, 2.51, 1.67)  0.114
H (5.19, 2.45, -0.25)  0.109
H (4.68, 0.92, -2.16)  0.109
H (2.60, -0.42, -2.09)  0.108
O (-2.33, -0.54, -1.62)  -0.275
S (-1.40, 2.58, -1.62)  0.777
O (-1.24, 3.98, -1.17)  -0.505
O (-0.30, 1.71, -0.99)  -0.607
C (-0.88, 2.67, -3.41)  -0.255
C (-1.21, 3.93, -3.92)  -0.107
C (-1.09, 4.24, -5.26)  -0.095
C (-0.63, 3.27, -6.15)  -0.092
C (-0.29, 2.03, -5.66)  -0.090
C (-0.39, 1.70, -4.30)  -0.201
S (0.19, -0.01, -4.12)  0.488
O (1.49, 0.00, -4.75)  -0.317
O (-0.82, -0.81, -4.77)  -0.293
O (0.33, -0.37, -2.69)  -0.474
H (-1.55, 4.67, -3.22)  0.088
H (-1.35, 5.23, -5.61)  0.094
H (-0.54, 3.49, -7.20)  0.095
H (0.09, 1.28, -6.34)  0.104
Cl (-4.43, 1.01, -2.94)  0.718
C (-4.01, -0.63, -3.29)  -0.601
C (-2.95, -1.19, -2.54)  -0.501
C (-2.63, -2.53, -2.84)  -0.593
Cl (-1.33, -3.22, -1.94)  0.717
C (-3.29, -3.25, -3.82)  -0.699
Cl (-2.84, -4.89, -4.13)  0.663
C (-4.32, -2.67, -4.54)  -0.719
Cl (-5.16, -3.57, -5.76)  0.624
C (-4.67, -1.35, -4.27)  -0.697
Cl (-5.96, -0.61, -5.15)  0.646
O (5.50, -3.14, 2.07)  -0.310
S (4.64, -2.03, 1.81)  0.631
O (5.24, -0.79, 1.41)  -0.300
N (3.46, -2.45, 0.73)  -0.073
C (2.29, -2.48, 1.29)  -0.803
S (0.83, -2.88, 0.47)  0.545
C (2.28, -2.13, 2.75)  -0.241
C (1.21, -2.11, 3.63)  -0.037
C (1.45, -1.69, 4.93)  -0.062
C (2.72, -1.29, 5.34)  -0.059
C (3.80, -1.35, 4.47)  -0.026
C (3.54, -1.78, 3.18)  -0.229
H (0.23, -2.39, 3.28)  0.097
H (0.63, -1.61, 5.63)  0.112
H (2.86, -0.90, 6.34)  0.114
H (4.79, -1.04, 4.77)  0.120

Summary:
* charge: -2
* E_LUMO: 3.471 eV

Number 1: DFT total energy -28019.5708 eV. Number 2: DFT total energy -10397.6687 eV. Number 3: DFT total energy -170029.7285 eV.